Entry 1:
{"formula": "C5H14N2O", "method": "ωB97M-V/def2-TZVPD", "elements": ["N", "C", "C", "N", "C", "C", "C", "O", "H", "H", "H", "H", "H", "H", "H", "H", "H", "H", "H", "H", "H", "H"], "coordinates": [[0.742, 0.932, 2.522], [0.348, 1.684, 1.334], [-1.081, 1.362, 0.887], [-1.172, 0.068, 0.224], [-0.864, 0.145, -1.221], [-0.531, -1.252, -1.722], [0.666, -1.877, -1.020], [1.842, -1.051, -1.175], [0.496, 1.393, 3.367], [0.401, -0.024, 2.425], [0.530, 2.745, 1.487], [0.961, 1.411, 0.463], [-1.697, 1.245, 1.793], [-1.580, 2.195, 0.374], [-2.036, -0.382, 0.456], [-0.074, 0.873, -1.375], [-1.788, 0.484, -1.707], [-0.241, -1.309, -2.776], [-1.431, -1.855, -1.578], [0.932, -2.805, -1.532], [0.508, -2.025, 0.048], [1.904, -0.516, -0.361]], "relative_energy_ev": 2.022, "smiles": "NCCNCCCO", "lumo_ev": 1.02, "fmax_ev_per_a": 1.73, "total_charge": 0, "homo_ev": -8.8, "e_tot_ev": -10439.006, "orbital_gap_ev": 9.78}

Entry 2:
{"formula": "C5H14N2O", "method": "ωB97M-V/def2-TZVPD", "elements": ["C", "C", "C", "N", "C", "N", "C", "O", "H", "H", "H", "H", "H", "H", "H", "H", "H", "H", "H", "H", "H", "H"], "coordinates": [[-2.110, -0.719, -1.093], [-0.655, -1.166, -1.147], [0.424, -0.046, -0.721], [1.675, -0.405, -1.394], [0.623, 0.066, 0.809], [-0.560, -0.058, 1.665], [1.233, 1.527, 1.118], [0.192, 2.497, 1.053], [-2.467, -0.579, -0.070], [-2.763, -1.470, -1.552], [-2.253, 0.227, -1.626], [-0.458, -1.439, -2.193], [-0.500, -2.081, -0.565], [0.081, 0.906, -1.139], [2.069, -1.261, -1.008], [2.367, 0.335, -1.320], [1.363, -0.671, 1.139], [-1.040, -0.943, 1.499], [-0.284, -0.098, 2.646], [2.025, 1.820, 0.423], [1.651, 1.538, 2.130], [-0.612, 2.019, 1.347]], "relative_energy_ev": 1.609, "smiles": "CC[C@H](N)[C@H](N)CO", "lumo_ev": 0.90, "fmax_ev_per_a": 2.23, "total_charge": 0, "homo_ev": -9.3, "e_tot_ev": -10439.419, "orbital_gap_ev": 10.23}

Entry 3:
{"formula": "C5H14N2O", "method": "ωB97M-V/def2-TZVPD", "elements": ["C", "C", "C", "C", "C", "N", "N", "O", "H", "H", "H", "H", "H", "H", "H", "H", "H", "H", "H", "H", "H", "H"], "coordinates": [[0.487, -0.044, -0.385], [-0.098, 0.733, 0.588], [0.989, -0.527, 1.823], [-0.084, -1.306, -0.922], [0.059, -1.485, 2.521], [-0.637, 1.718, -1.340], [-1.470, 1.171, -2.297], [0.581, 2.300, -2.002], [0.446, 3.252, -1.921], [1.484, 0.233, -0.712], [-0.957, 0.635, -3.000], [-1.993, 1.895, -2.794], [-1.115, 0.531, 0.899], [0.341, 1.685, 0.845], [1.867, -1.008, 1.396], [1.322, 0.310, 2.432], [0.606, -2.142, -0.792], [-0.233, -1.183, -1.999], [-1.047, -1.546, -0.476], [-0.270, -2.286, 1.855], [-0.830, -0.977, 2.903], [0.552, -1.960, 3.379]], "relative_energy_ev": 8.317, "lumo_ev": [0.94, 0.94], "fmax_ev_per_a": 3.70, "total_charge": 0, "homo_ev": [-6.6, -6.6], "e_tot_ev": -10432.711, "orbital_gap_ev": [7.52, 7.51]}

Entry 4:
{"formula": "C5H14N2O", "method": "ωB97M-V/def2-TZVPD", "elements": ["C", "C", "N", "C", "N", "C", "C", "O", "H", "H", "H", "H", "H", "H", "H", "H", "H", "H", "H", "H", "H", "H"], "coordinates": [[0.923, -0.239, -1.756], [1.283, 0.400, -0.360], [2.585, 1.113, -0.426], [0.036, 1.326, 0.039], [-1.126, 0.485, -0.090], [-1.751, -0.085, 1.183], [-1.276, -1.542, 1.545], [-0.595, -2.156, 0.457], [0.104, -0.987, -1.648], [0.524, 0.617, -2.306], [1.761, -0.702, -2.369], [1.512, -0.375, 0.466], [2.494, 2.000, -0.868], [3.253, 0.568, -0.910], [-0.032, 2.302, -0.475], [0.252, 1.593, 1.077], [-1.785, 0.921, -0.699], [-1.421, 0.482, 2.059], [-2.849, 0.180, 1.073], [-0.483, -1.536, 2.314], [-2.210, -2.144, 1.882], [-1.200, -2.222, -0.189]], "relative_energy_ev": 3.190, "smiles": "C[C@@H](N)CNCCO", "lumo_ev": 0.94, "fmax_ev_per_a": 4.98, "total_charge": 0, "homo_ev": -8.7, "e_tot_ev": -10437.838, "orbital_gap_ev": 9.61}